{"formula": "C6H10N5", "method": "wB97M-V/def2-TZVPD", "species": ["C", "C", "C", "C", "C", "C", "N", "N", "N", "N", "N", "H", "H", "H", "H", "H", "H", "H", "H", "H", "H"], "xyz": [[0.65218, 1.41989, -1.38334], [-1.40051, 1.76449, -0.16237], [-0.49833, 2.22792, -1.09810], [0.87596, 0.33328, -0.64594], [-1.29714, 0.41404, 0.44845], [2.45247, -4.25125, 1.56254], [1.38037, -2.37819, 0.67194], [1.88764, -3.25368, 1.09900], [-0.13401, -0.14039, 0.12113], [-0.76697, 3.47264, -1.67870], [-2.23502, -0.14627, 1.14738], [1.35332, 1.77896, -2.06842], [-2.35851, 2.26126, -0.01816], [1.49498, -0.43732, -0.92108], [2.95633, -4.81192, 0.83868], [2.40523, -4.67780, 2.49453], [0.06575, -1.13336, 0.39073], [-0.10192, 4.07646, -2.15578], [-1.70330, 3.85726, -1.73045], [-3.01706, 0.56591, 1.29242], [-2.01143, -0.94195, 1.79554]], "spin_multiplicity": 1, "fmax_ha_per_bohr": 0.1253, "orbital_gap_ev": 9.192, "de_lowest_ev": 1.742, "total_charge": 1, "e_tot_ha": -508.10649}

{"formula": "C6H10NO", "method": "wB97M-V/def2-TZVPD", "species": ["C", "C", "C", "C", "C", "C", "N", "O", "H", "H", "H", "H", "H", "H", "H", "H", "H", "H"], "xyz": [[1.84743, -0.61019, 0.58924], [0.66973, -0.20389, 1.06237], [2.19795, -0.84431, -0.76938], [-0.44781, -0.20567, -0.01658], [-0.45533, 1.21854, -0.81240], [-1.85327, -0.29479, 0.60124], [-0.13097, -1.42569, -0.73769], [-0.63783, -1.70102, -1.88279], [2.47100, -0.80512, 1.44481], [0.36878, 0.13082, 2.00444], [1.84525, -0.27764, -1.54991], [2.93486, -1.49559, -1.16568], [-0.68025, 2.05339, -0.17585], [-0.98231, 1.34073, -1.74855], [0.55413, 1.50049, -1.21785], [-2.43528, 0.57904, 0.81657], [-1.77342, -1.01232, 1.50024], [-2.54257, -0.90315, -0.05949]], "s2": 2.02, "spin_multiplicity": 3, "fmax_ha_per_bohr": 0.0844, "orbital_gap_ev": [5.340, 5.760], "de_lowest_ev": 0.000, "total_charge": -1, "e_tot_ha": -364.41674}

{"formula": "C6H10NO", "method": "wB97M-V/def2-TZVPD", "species": ["C", "C", "C", "C", "C", "C", "N", "O", "H", "H", "H", "H", "H", "H", "H", "H", "H", "H"], "xyz": [[-0.49956, 0.78974, 2.32204], [-0.23888, 0.63075, 1.14981], [-1.13941, -1.37219, 0.06276], [-1.33338, 0.87879, -1.05489], [2.14998, 0.06215, 0.01684], [-0.47251, -0.02575, -0.12900], [0.94279, -0.46568, -0.70196], [-0.69676, -2.39833, -0.35758], [-0.53313, 1.11838, 3.34944], [-2.09044, -1.29351, 0.63898], [-1.34216, 0.70562, -2.12712], [-1.38914, 1.91633, -0.89235], [-2.30920, 0.54334, -0.74066], [2.32411, -0.54984, 0.83850], [2.97508, 0.27217, -0.54595], [1.82668, 1.09105, 0.45429], [1.05960, -0.37482, -1.67746], [0.76633, -1.52818, -0.60569]], "spin_multiplicity": 1, "fmax_ha_per_bohr": 0.0941, "orbital_gap_ev": 11.151, "de_lowest_ev": 2.784, "total_charge": 1, "e_tot_ha": -364.24492, "smiles": "C#C[C@](C)(C=O)[NH2+]C"}

{"formula": "C6H10NO", "method": "wB97M-V/def2-TZVPD", "species": ["C", "C", "C", "C", "C", "C", "N", "O", "H", "H", "H", "H", "H", "H", "H", "H", "H", "H"], "xyz": [[-2.52611, -0.36405, 0.20708], [0.75612, -1.08468, 0.11473], [-0.27911, -0.48646, -0.84114], [-1.26698, 1.50928, 0.08043], [1.89842, -0.28237, 0.64265], [2.29223, 0.96878, 0.04528], [-1.36786, 0.24189, -0.24108], [2.95581, -0.06203, -0.29609], [-3.36932, 0.23339, 0.44165], [-2.61207, -1.42336, 0.24199], [0.47542, -1.70081, 0.85488], [1.28639, -1.73305, -0.61939], [0.21578, 0.22351, -1.64161], [-0.57635, -1.43197, -1.17667], [-2.03622, 1.84478, 0.74276], [-0.57086, 2.13040, -0.44076], [2.22170, -0.62505, 1.59619], [2.50298, 2.04183, 0.28909]], "spin_multiplicity": 1, "fmax_ha_per_bohr": 0.1005, "orbital_gap_ev": [9.249, 4.904], "de_lowest_ev": 6.241, "total_charge": 1, "e_tot_ha": -364.11790}

{"formula": "C6H10NO3", "method": "wB97M-V/def2-TZVPD", "species": ["C", "C", "C", "C", "C", "C", "N", "O", "O", "O", "H", "H", "H", "H", "H", "H", "H", "H", "H", "H"], "xyz": [[2.07283, -0.32927, 0.21381], [2.56846, 0.75271, -0.51734], [-0.89554, 0.70278, 1.25325], [-0.38791, 0.74554, -1.14889], [-1.79127, -1.20512, -0.31654], [-0.59925, -0.20140, 0.05416], [0.54906, -1.15310, 0.30739], [2.46195, 1.93650, -0.81577], [2.80554, -0.40073, -1.12952], [0.45128, -1.70917, 1.48177], [2.64202, -0.62397, 1.09135], [-1.11099, 0.10487, 2.17836], [-0.04493, 1.20623, 1.62825], [-1.64200, 1.47197, 1.11363], [0.04856, 1.65579, -0.77890], [-1.38191, 1.01862, -1.48325], [0.21706, 0.29836, -1.86868], [-2.78982, -0.62300, -0.53600], [-1.45030, -1.75895, -1.21519], [-1.72283, -1.88866, 0.48811]], "spin_multiplicity": 1, "fmax_ha_per_bohr": 0.0729, "orbital_gap_ev": [6.031, 6.030], "de_lowest_ev": 4.645, "total_charge": -1, "e_tot_ha": -514.96375, "smiles": "CC(C)(C)N([O-])[C@H]1OC1=O"}

{"formula": "C6H10NO3P", "method": "wB97M-V/def2-TZVPD", "species": ["C", "C", "C", "C", "C", "C", "N", "O", "O", "O", "P", "H", "H", "H", "H", "H", "H", "H", "H", "H", "H"], "xyz": [[-1.48159, 0.19387, 0.36109], [-0.28035, 0.44710, -0.10011], [0.99555, 0.77419, -0.18354], [-2.16618, -1.04378, -0.20144], [-2.45491, 1.10467, 1.15554], [1.58174, 1.69626, -1.24277], [-1.41808, -2.12780, -0.53683], [1.85871, 0.26865, 0.80178], [-3.37428, -1.15054, -0.28845], [2.41146, -1.72187, -0.72072], [2.83197, -0.95296, 0.45564], [-1.93517, 1.89719, 1.54075], [-2.64756, 0.47439, 2.10089], [-3.31498, 1.30735, 0.68823], [1.80077, 2.76045, -1.05988], [0.80168, 1.77901, -2.04465], [2.45076, 1.20513, -1.68427], [-0.47064, -2.04867, -0.39658], [-1.89116, -3.07170, -0.76782], [3.99720, -0.27684, 0.38623], [2.70505, -1.51410, 1.73690]], "spin_multiplicity": 1, "fmax_ha_per_bohr": 0.1273, "orbital_gap_ev": 9.783, "de_lowest_ev": 1.174, "e_tot_ha": -856.41474, "smiles": "CC(=C=C(C)C(N)=O)O[PH2]=O"}